DFT (ωB97M-V with the def2-TZVPD basis set) results for the molecule C9H9NO3S.

Values from the calculation:
HOMO energy (alpha / beta): -7.42 / -7.42 eV
LUMO energy (alpha / beta): -0.76 / -0.76 eV

```
! wB97M-V def2-TZVPD RIJCOSX def2/J DEFGRID3
* xyz 0 1
C -1.54690 -1.20677 1.89652
C -0.16097 -1.57721 1.97356
C -1.96649 -0.55936 0.76903
C 0.79077 -1.10074 1.17006
C -1.03225 -0.17976 -0.18889
C 0.39645 -0.32722 0.05483
C -1.41554 0.52659 -1.31823
C 1.30040 0.38522 -0.76417
C 0.85391 1.50256 -1.42778
N 2.65168 0.33366 -0.58864
O -0.39634 2.09910 1.03463
O 0.99290 3.91806 -0.38610
O 1.19334 2.12721 -2.38723
S -0.24994 2.73060 -0.27081
H -2.14972 -1.72697 2.65482
H 0.08641 -2.09979 2.86189
H -2.97579 -0.25946 0.65190
H 1.85361 -1.09259 1.30642
H -0.69427 0.50773 -2.20030
H -2.42320 0.97224 -1.41159
H 3.00279 -0.45615 -0.01472
H 3.35694 0.73246 -1.19504
H 1.08279 4.36237 -1.31623
*
```

Here are the Löwdin charges for atoms 1 to 8, given in e:
1. C -0.03
2. C -0.08
3. C -0.04
4. C -0.03
5. C -0.29
6. C -0.14
7. C 0.02
8. C -0.25